# 1
{
  "formula": "C3H11NO",
  "method": "ωB97M-V/def2-TZVPD",
  "symbols": ["C", "C", "O", "H", "H", "H", "H", "H", "H", "C", "N", "H", "H", "H", "H", "H"],
  "positions_angstrom": [[1.829, -0.360, -0.495], [1.265, -0.627, 0.898], [0.202, -1.557, 0.888], [2.209, -1.283, -0.942], [1.046, 0.056, -1.128], [2.648, 0.346, -0.426], [2.067, -0.992, 1.563], [0.848, 0.286, 1.330], [0.513, -2.367, 0.469], [-1.941, 1.394, -0.009], [-1.322, 0.405, -0.873], [-1.262, 1.628, 0.802], [-2.104, 2.299, -0.572], [-2.898, 1.076, 0.434], [-1.115, -0.431, -0.328], [-1.984, 0.129, -1.611]],
  "mulliken_charge": [-0.946, -0.317, -0.543, 0.318, 0.309, 0.305, 0.321, 0.217, 0.305, -0.757, -0.457, 0.245, 0.306, 0.267, 0.208, 0.220],
  "energy_ha": -250.8692,
  "smiles": "CCO.CN",
  "orbital_gap_ha": 0.3693,
  "de_lowest_ev": 0.747
}

=====

# 2
{
  "formula": "C43H62ClN2O5Zr",
  "method": "ωB97M-V/def2-TZVPD",
  "symbols": ["Zr", "C", "N", "C", "C", "C", "N", "C", "C", "C", "C", "C", "C", "C", "O", "C", "C", "C", "C", "C", "C", "C", "C", "C", "C", "C", "C", "C", "C", "C", "O", "C", "C", "C", "C", "C", "C", "C", "C", "H", "H", "H", "H", "H", "H", "H", "H", "H", "H", "H", "H", "H", "H", "H", "H", "H", "H", "H", "H", "H", "H", "H", "H", "H", "H", "H", "H", "H", "H", "H", "H", "H", "H", "H", "H", "H", "H", "H", "H", "H", "H", "H", "H", "H", "H", "H", "H", "H", "H", "H", "H", "H", "H", "C", "C", "C", "C", "Cl", "C", "C", "C", "O", "C", "C", "O", "O", "H", "H", "H", "H", "H", "H", "H", "H"],
  "positions_angstrom": [[-0.854, 0.199, 0.465], [0.839, -2.196, -0.263], [0.787, -0.804, -0.772], [0.466, -0.830, -2.221], [2.101, -0.140, -0.597], [2.309, 0.280, 0.849], [1.146, 1.061, 1.338], [1.291, 2.502, 0.981], [1.139, 2.849, -0.477], [2.139, 3.508, -1.167], [1.936, 3.963, -2.466], [0.661, 3.814, -2.999], [-0.392, 3.194, -2.329], [-0.112, 2.630, -1.072], [-1.007, 1.895, -0.369], [-1.808, 3.169, -2.921], [-2.813, 3.759, -1.912], [-1.892, 4.012, -4.195], [-2.212, 1.727, -3.277], [3.090, 4.616, -3.221], [2.697, 5.019, -4.643], [4.250, 3.611, -3.316], [3.541, 5.878, -2.470], [1.075, 0.991, 2.834], [0.959, -0.408, 3.371], [1.935, -0.939, 4.204], [1.774, -2.190, 4.776], [0.576, -2.858, 4.522], [-0.430, -2.373, 3.698], [-0.198, -1.130, 3.068], [-1.060, -0.570, 2.182], [-1.761, -3.123, 3.542], [-2.913, -2.207, 3.997], [-1.980, -3.568, 2.085], [-1.794, -4.381, 4.412], [2.827, -2.825, 5.681], [2.246, -2.995, 7.093], [4.096, -1.974, 5.780], [3.215, -4.201, 5.118], [1.659, -2.742, -0.737], [-0.094, -2.705, -0.501], [0.987, -2.219, 0.820], [1.259, -1.341, -2.775], [0.379, 0.192, -2.596], [-0.468, -1.357, -2.396], [2.124, 0.736, -1.241], [2.907, -0.811, -0.909], [3.232, 0.862, 0.934], [2.417, -0.601, 1.481], [2.259, 2.863, 1.341], [0.510, 3.044, 1.523], [3.086, 3.683, -0.668], [0.473, 4.208, -3.987], [-2.487, 4.746, -1.580], [-2.933, 3.123, -1.040], [-3.790, 3.873, -2.387], [-1.568, 5.037, -4.011], [-2.929, 4.050, -4.532], [-1.292, 3.587, -5.001], [-2.087, 1.058, -2.427], [-1.614, 1.350, -4.110], [-3.262, 1.702, -3.579], [2.386, 4.154, -5.232], [3.559, 5.468, -5.136], [1.893, 5.758, -4.645], [3.921, 2.707, -3.833], [4.624, 3.326, -2.332], [5.080, 4.043, -3.879], [2.708, 6.578, -2.380], [4.348, 6.376, -3.010], [3.901, 5.648, -1.467], [0.189, 1.559, 3.134], [1.954, 1.480, 3.265], [2.812, -0.339, 4.407], [0.416, -3.813, 5.004], [-3.009, -1.337, 3.352], [-2.740, -1.863, 5.018], [-3.857, -2.754, 3.977], [-1.991, -2.721, 1.408], [-2.939, -4.084, 2.002], [-1.194, -4.262, 1.778], [-1.652, -4.139, 5.466], [-1.029, -5.099, 4.108], [-2.766, -4.864, 4.307], [1.953, -2.029, 7.507], [2.993, -3.440, 7.753], [1.371, -3.646, 7.086], [3.898, -1.016, 6.265], [4.532, -1.794, 4.796], [4.840, -2.499, 6.380], [2.358, -4.874, 5.080], [3.975, -4.662, 5.751], [3.622, -4.103, 4.110], [-4.723, -0.551, -4.265], [-3.694, -1.595, -3.924], [-2.781, -1.987, -4.903], [-1.881, -3.012, -4.677], [-0.762, -3.463, -5.921], [-1.869, -3.687, -3.464], [-2.759, -3.294, -2.483], [-3.648, -2.249, -2.698], [-4.552, -1.970, -1.680], [-4.429, -0.764, -0.964], [-3.099, -0.479, -0.308], [-3.010, 0.421, 0.563], [-2.024, -1.077, -0.672], [-4.315, 0.177, -4.965], [-5.103, -0.025, -3.392], [-5.579, -1.030, -4.744], [-2.797, -1.497, -5.868], [-1.183, -4.507, -3.299], [-2.781, -3.798, -1.525], [-5.192, -0.790, -0.188], [-4.614, 0.118, -1.593]],
  "mulliken_charge": [0.883, -0.765, 0.636, -0.638, -1.311, -1.138, 1.206, -2.067, 0.654, -0.735, -0.666, 0.004, -0.727, 1.424, -1.173, 2.659, -1.778, -2.547, -1.378, 2.009, -2.103, -1.595, -1.638, -1.136, -0.114, -0.445, -0.630, -0.048, -0.464, 1.179, -1.152, 2.449, -1.691, -1.491, -2.466, 1.952, -1.593, -2.101, -1.565, 0.488, -0.090, 0.290, 0.538, 0.050, -0.225, 0.240, 0.712, 0.459, 0.501, 0.340, 0.542, 0.520, 0.738, 0.403, 0.296, 0.462, 0.534, 0.428, 0.444, -0.284, 0.361, 0.636, 0.404, 0.442, 0.395, 0.349, 0.314, 0.456, 0.375, 0.471, 0.310, 0.460, 0.369, 0.585, 0.573, 0.255, 0.385, 0.443, -0.038, 0.570, 0.313, 0.462, 0.441, 0.453, 0.365, 0.471, 0.306, 0.372, 0.419, 0.436, 0.307, 0.461, 0.349, -1.779, 1.242, -0.671, 0.098, -0.221, -0.821, -0.430, 0.358, -0.631, -0.886, 1.123, -0.661, 0.404, 0.431, 0.298, 0.446, 0.489, 0.489, 0.542, 0.463, 0.159],
  "energy_ha": -2668.7127,
  "orbital_gap_ha": 0.3241,
  "charge": 1,
  "de_lowest_ev": 0.126
}